A 2-piece molecular cluster, C2HBrN2O2 overall in a non-equilibrium geometry, computed with ωB97M-V/def2-TZVPD.

Structure (ORCA input):
```
! RIJCOSX wB97M-V def2-TZVPD def2/J DEFGRID3
* xyz 0 3
C 1.964 0.378 0.325
C -0.486 0.193 0.494
N 3.045 0.261 0.615
N -0.777 -0.522 -0.829
O -0.408 -1.624 -0.833
O -1.444 0.088 -1.640
Br -1.342 1.860 0.721
H -0.551 -0.634 1.148
*
```

Summary:
* calculated total energy: -2910.47418 hartree
* relative energy (zero: lowest compared OMol25 entry of this formula, charge and spin): 5.534 eV
* orbital gap (spin up / spin down): 9.908 / 6.402 eV
* ⟨S²⟩: 2.014
* M: 164.95 g mol⁻¹
* HOMO energy (spin up / spin down): -9.9 / -11.6 eV

---

A 2-piece molecular cluster, CH3ClFN overall in a non-equilibrium geometry, computed with ωB97M-V/def2-TZVPD.

Structure (ORCA input):
```
! RIJCOSX wB97M-V def2-TZVPD def2/J DEFGRID3
* xyz 0 1
C 0.231 0.675 0.639
N -0.429 -0.320 0.240
F 0.891 -1.081 -1.862
Cl -2.106 -0.486 0.544
H -0.122 1.550 1.108
H 1.251 0.818 0.463
H 0.284 -1.156 -1.131
*
```

Summary:
* calculated total energy: -654.65598 hartree
* relative energy (zero: lowest compared OMol25 entry of this formula, charge and spin): 0.000 eV
* orbital gap: 11.249 eV
* SMILES string: C=NCl.F
* M: 83.49 g mol⁻¹
* HOMO energy: -11.0 eV

---

A 7-piece molecular cluster, C12H38O13 overall in a non-equilibrium geometry, computed with ωB97M-V/def2-TZVPD.

Structure (ORCA input):
```
! RIJCOSX wB97M-V def2-TZVPD def2/J DEFGRID3
* xyz 0 1
O 0.369 18.563 -27.197
H 0.989 18.261 -27.871
H -0.233 17.862 -26.998
C 0.271 13.580 -25.654
C 1.076 14.804 -25.122
O 2.395 14.465 -25.479
O -1.028 13.574 -25.118
H 0.751 12.588 -25.489
H 0.126 13.673 -26.741
H 1.031 14.819 -24.040
H 0.716 15.656 -25.641
H 2.770 13.993 -24.745
H -1.499 12.850 -25.580
C 2.659 16.222 -29.450
C 2.390 15.076 -28.519
O 2.045 13.992 -29.366
O 2.610 17.352 -28.611
H 1.826 16.404 -30.142
H 3.590 16.197 -30.012
H 1.570 15.260 -27.813
H 3.272 14.765 -27.935
H 2.783 13.663 -29.880
H 3.446 17.417 -28.191
C 2.005 22.674 -25.968
C 0.708 22.845 -25.234
O 0.519 21.701 -24.424
O 1.935 21.418 -26.630
H 2.940 22.691 -25.305
H 2.261 23.564 -26.642
H -0.231 23.076 -25.769
H 0.819 23.678 -24.551
H 1.385 21.450 -24.042
H 1.139 21.304 -27.101
C -2.417 19.827 -25.078
C -2.532 20.334 -26.485
O -1.278 20.709 -27.050
O -1.847 20.793 -24.235
H -1.861 18.945 -25.131
H -3.373 19.588 -24.593
H -3.226 21.178 -26.569
H -2.850 19.514 -27.037
H -0.693 19.926 -27.091
H -1.123 21.249 -24.698
C -2.111 17.216 -28.805
C -1.992 16.149 -27.717
O -1.489 16.768 -26.552
O -2.545 16.656 -30.062
H -1.263 17.836 -29.070
H -2.852 17.978 -28.503
H -1.100 15.508 -28.005
H -2.863 15.512 -27.458
H -1.683 16.231 -25.803
H -1.859 16.041 -30.325
C 1.031 17.515 -22.597
C 0.616 18.168 -23.943
O 1.711 18.403 -24.770
O -0.106 17.548 -21.741
H 1.796 18.070 -22.234
H 1.189 16.532 -22.869
H 0.049 19.137 -23.805
H -0.019 17.545 -24.462
H 1.444 18.865 -25.527
H -0.858 17.100 -22.188
*
```

Summary:
* calculated total energy: -1457.94584 hartree
* relative energy (zero: lowest compared OMol25 entry of this formula, charge and spin): 1.930 eV
* orbital gap: 9.425 eV
* SMILES string: OCCO.OCCO.OCCO.OCCO.OCCO.OCCO.O
* M: 390.42 g mol⁻¹
* HOMO energy: -9.1 eV

---

C25H23Cl5GeIN6O4PS2V as an isolated structure in a non-equilibrium geometry, computed with ωB97M-V/def2-TZVPD.

Structure (ORCA input):
```
! RIJCOSX wB97M-V def2-TZVPD def2/J DEFGRID3
* xyz -2 2
V 0.066 -0.072 -0.627
Cl 4.327 1.134 -5.736
C 3.528 0.408 -4.384
C 2.293 0.904 -3.989
C 1.638 0.332 -2.901
N 0.410 0.655 -2.385
C -0.336 1.710 -2.764
O -0.114 2.519 -3.672
C -1.554 1.788 -1.910
C -2.637 2.596 -2.228
C -3.771 2.564 -1.433
C -3.783 1.690 -0.346
C -2.662 0.934 -0.079
N -1.556 0.969 -0.830
C 2.267 -0.735 -2.194
C 3.504 -1.214 -2.606
C 4.125 -0.642 -3.706
Cl 5.655 -1.265 -4.229
N 1.506 -1.212 -1.163
C 1.439 -2.519 -0.856
O 2.249 -3.415 -1.110
C 0.088 -2.792 -0.301
C -0.230 -3.945 0.400
C -1.544 -4.186 0.757
C -2.511 -3.275 0.331
C -2.112 -2.150 -0.360
N -0.838 -1.859 -0.645
H 1.840 1.726 -4.519
H -2.565 3.234 -3.097
H -4.622 3.196 -1.646
H -4.635 1.610 0.310
H -2.634 0.276 0.783
H 3.973 -2.020 -2.066
H 0.570 -4.619 0.674
H -1.815 -5.060 1.330
H -3.557 -3.424 0.548
H -2.858 -1.445 -0.713
C 1.580 -1.890 5.907
C 1.344 -2.243 4.447
O 2.249 -1.543 3.611
P 1.838 -0.196 2.831
S 3.464 0.488 1.991
S 0.097 -0.574 1.861
O 1.414 0.722 4.129
C 1.452 2.135 4.037
C 1.153 2.726 5.404
H 0.900 -2.442 6.553
H 1.421 -0.825 6.047
H 2.607 -2.130 6.176
H 0.316 -2.009 4.155
H 1.526 -3.308 4.265
H 0.688 2.480 3.334
H 2.442 2.438 3.667
H 0.150 2.434 5.716
H 1.196 3.809 5.332
H 1.872 2.388 6.146
I 4.001 4.607 0.149
C 2.348 3.350 0.239
C 1.172 3.607 0.904
N 0.389 2.534 0.707
N 1.007 1.614 -0.033
C 2.206 2.085 -0.330
H 0.853 4.455 1.477
H -0.520 2.357 1.174
H 2.920 1.520 -0.901
Cl -3.023 1.215 5.880
Ge -1.715 0.398 4.040
Cl -3.424 -0.795 3.051
Cl -1.962 2.363 2.680
*
```

Summary:
* calculated total energy: -8353.70744 hartree
* orbital gap (spin up / spin down): 4.582 / 4.301 eV
* ⟨S²⟩: 0.782
* M: 994.33 g mol⁻¹
* HOMO energy (spin up / spin down): -1.0 / -0.7 eV

---

C25H29N8OSTc as an isolated structure, computed with ωB97M-V/def2-TZVPD.

Structure (ORCA input):
```
! RIJCOSX wB97M-V def2-TZVPD def2/J DEFGRID3
* xyz 3 4
Tc -0.441 0.217 -0.593
S 1.441 -0.009 0.615
C 1.338 -1.755 0.840
N 2.276 -2.302 1.506
N 2.330 -3.620 1.791
C 1.398 -4.498 2.218
C 1.837 -5.848 2.361
C 0.972 -6.794 2.841
C -0.323 -6.416 3.222
C -0.746 -5.078 3.119
C 0.093 -4.118 2.622
N 0.364 -2.508 0.152
N -0.425 -1.835 -0.553
C -1.281 -2.539 -1.437
C -2.329 -1.833 -2.029
C -3.169 -2.470 -2.925
C -2.952 -3.809 -3.227
C -1.901 -4.508 -2.642
C -1.056 -3.880 -1.746
H 3.295 -3.933 1.850
H 2.847 -6.115 2.074
H 1.288 -7.823 2.938
H -1.000 -7.158 3.623
H -1.733 -4.808 3.466
H -0.207 -3.079 2.598
H -2.533 -0.792 -1.783
H -3.990 -1.935 -3.381
H -3.604 -4.312 -3.928
H -1.737 -5.544 -2.900
H -0.220 -4.405 -1.307
C -0.537 0.802 -3.485
C -0.054 1.732 -4.639
N 1.153 2.418 -4.234
C 0.900 3.231 -3.072
C 0.480 2.304 -1.871
N 0.438 0.889 -2.355
C 1.791 0.485 -2.843
C 2.215 1.461 -3.972
H -0.593 -0.244 -3.788
H -1.516 1.115 -3.103
H -0.823 2.463 -4.887
H 0.150 1.143 -5.532
H 0.110 3.947 -3.290
H 1.798 3.779 -2.797
H -0.526 2.574 -1.500
H 1.215 2.366 -1.066
H 1.702 -0.546 -3.189
H 2.470 0.511 -1.991
H 2.434 0.917 -4.890
H 3.115 2.006 -3.689
N -6.060 -0.438 1.755
C -5.479 0.711 1.354
O -6.006 1.582 0.706
C -4.013 0.896 1.698
C -3.620 1.854 2.632
C -2.270 2.108 2.808
C -1.354 1.461 2.002
N -1.729 0.571 1.061
C -3.041 0.271 0.948
H -7.056 -0.523 1.603
H -5.658 -0.987 2.496
H -4.366 2.391 3.204
H -1.923 2.819 3.544
H -0.293 1.650 2.092
H -3.311 -0.476 0.212
*
```

Summary:
* calculated total energy: -1961.26519 hartree
* relative energy (zero: lowest compared OMol25 entry of this formula, charge and spin): 0.553 eV
* orbital gap (spin up / spin down): 6.069 / 5.021 eV
* ⟨S²⟩: 3.796
* M: 587.63 g mol⁻¹
* HOMO energy (spin up / spin down): -16.6 / -16.6 eV

---

One molecule with the formula C19H25N3O2S, computed with ωB97M-V/def2-TZVPD.

Structure (ORCA input):
```
! RIJCOSX wB97M-V def2-TZVPD def2/J DEFGRID3
* xyz 0 1
C -4.688 -1.642 0.551
H -5.188 -2.380 1.175
O -4.000 -0.795 1.439
C -3.256 0.220 0.929
C -3.140 0.526 -0.423
C -2.333 1.576 -0.825
C -1.639 2.343 0.098
C -1.770 2.044 1.449
C -2.566 0.999 1.861
H -2.667 0.755 2.907
H -1.237 2.630 2.182
C -0.680 3.411 -0.372
N 0.518 2.777 -0.871
C 1.506 2.233 -0.120
N 2.361 1.549 -0.847
C 1.910 1.651 -2.130
C 0.772 2.398 -2.164
H 0.144 2.696 -2.977
H 2.441 1.179 -2.931
S 1.605 2.494 1.601
C 3.007 1.408 2.016
H 3.743 1.508 1.221
H 3.394 1.777 2.965
C 2.510 -0.026 2.182
O 2.337 -0.526 3.274
N 2.290 -0.641 1.011
H 2.432 -0.112 0.155
C 1.683 -1.951 0.918
C 2.410 -2.806 -0.123
C 2.164 -2.302 -1.543
C 0.669 -2.253 -1.843
C -0.044 -1.354 -0.839
C 0.187 -1.846 0.586
H -0.291 -1.169 1.297
H -0.262 -2.833 0.706
H 0.322 -0.331 -0.942
H -1.116 -1.334 -1.047
H 0.505 -1.881 -2.857
H 0.255 -3.263 -1.784
H 2.590 -1.304 -1.663
H 2.665 -2.962 -2.254
H 3.479 -2.806 0.095
H 2.048 -3.833 -0.038
H 1.794 -2.400 1.912
H -1.113 4.003 -1.182
H -0.405 4.071 0.455
H -2.244 1.792 -1.880
H -3.667 -0.045 -1.171
H -4.000 -2.152 -0.131
H -5.437 -1.094 -0.030
*
```

Summary:
* calculated total energy: -1451.97999 hartree
* relative energy (zero: lowest compared OMol25 entry of this formula, charge and spin): 0.747 eV
* orbital gap: 8.809 eV
* SMILES string: COc1ccc(Cn2ccnc2SCC(=O)NC2CCCCC2)cc1
* M: 359.49 g mol⁻¹
* HOMO energy: -8.2 eV

---

C32H46AuN2O4PS as an isolated structure, computed with ωB97M-V/def2-TZVPD.

Structure (ORCA input):
```
! RIJCOSX wB97M-V def2-TZVPD def2/J DEFGRID3
* xyz 0 3
Au 0.679 -2.070 -0.417
N -0.650 -4.353 -0.136
C -0.880 -4.721 -1.526
C 0.323 -4.433 -2.403
O 0.577 -5.160 -3.347
N 1.087 -3.349 -2.033
C 2.364 -3.324 -2.508
C 3.551 -4.021 -1.057
O 4.368 -4.673 -1.631
O 3.131 -3.566 -0.040
H 0.077 -4.924 0.279
H -1.487 -4.469 0.420
H -1.720 -4.134 -1.907
H -1.120 -5.776 -1.694
H 2.852 -2.353 -2.515
H 2.611 -4.003 -3.315
C 1.419 2.763 9.762
C 1.385 2.079 8.421
O 1.799 0.973 8.216
S 0.633 3.097 7.156
C 0.633 1.971 5.791
C 1.821 1.635 5.152
C 1.805 0.788 4.061
C 0.595 0.275 3.581
C -0.590 0.606 4.240
C -0.570 1.446 5.338
C 0.572 -0.523 2.396
C 0.597 -1.111 1.338
H 2.334 2.478 10.278
H 0.567 2.407 10.344
H 1.352 3.845 9.674
H 2.758 2.034 5.517
H 2.726 0.515 3.564
H -1.527 0.198 3.883
H -1.490 1.697 5.850
C 1.842 3.756 -0.172
C 2.525 2.427 0.124
C 1.967 1.328 -0.786
C 0.447 1.503 -1.033
C -0.191 2.254 0.141
C 0.359 3.684 0.216
P -0.364 -0.096 -1.481
C -2.146 0.032 -1.037
C -2.392 -0.093 0.484
C -2.839 -1.499 0.855
C -4.193 -1.832 0.223
C -4.334 -1.196 -1.170
C -2.968 -1.005 -1.819
C -0.355 -0.158 -3.320
C 1.060 -0.247 -3.897
C 0.990 -0.181 -5.418
C 0.480 1.191 -5.895
C -0.269 1.932 -4.786
C -1.165 0.983 -3.994
H 1.944 3.971 -1.240
H 2.329 4.578 0.353
H 2.365 2.159 1.171
H 3.604 2.498 -0.018
H 2.158 0.355 -0.334
H 2.496 1.347 -1.741
H 0.297 2.123 -1.926
H 0.027 1.715 1.064
H -1.278 2.294 0.047
H 0.223 4.051 1.235
H -0.228 4.341 -0.432
H -2.467 1.028 -1.359
H -3.162 0.629 0.774
H -1.495 0.159 1.048
H -2.888 -1.600 1.941
H -2.069 -2.202 0.525
H -4.999 -1.475 0.868
H -4.316 -2.916 0.155
H -4.826 -0.222 -1.095
H -4.970 -1.810 -1.810
H -3.073 -0.696 -2.860
H -2.440 -1.963 -1.826
H -0.837 -1.116 -3.541
H 1.518 -1.177 -3.572
H 1.689 0.567 -3.526
H 0.326 -0.977 -5.766
H 1.969 -0.395 -5.848
H -0.182 1.059 -6.754
H 1.313 1.806 -6.241
H -0.869 2.740 -5.209
H 0.445 2.409 -4.110
H -1.897 0.541 -4.675
H -1.744 1.552 -3.263
*
```

Summary:
* calculated total energy: -2532.59121 hartree
* relative energy (zero: lowest compared OMol25 entry of this formula, charge and spin): 0.021 eV
* orbital gap (spin up / spin down): 7.616 / 7.136 eV
* ⟨S²⟩: 2.009
* M: 782.74 g mol⁻¹
* HOMO energy (spin up / spin down): -7.2 / -8.3 eV

---

A 13-piece molecular cluster, C20H66N6O13 overall in a non-equilibrium geometry, computed with ωB97M-V/def2-TZVPD.

Structure (ORCA input):
```
! RIJCOSX wB97M-V def2-TZVPD def2/J DEFGRID3
* xyz 0 1
C 3.788 -0.113 -2.331
C 3.169 -0.182 -3.749
O 1.751 -0.228 -3.689
H 4.863 -0.094 -2.228
H 3.540 -0.970 -1.731
H 3.356 0.752 -1.814
H 3.532 -1.029 -4.393
H 3.461 0.635 -4.360
H 1.330 0.064 -4.562
C -0.447 -1.555 4.311
C 0.722 -2.043 5.164
O 0.494 -1.545 6.443
H -0.395 -2.084 3.280
H -0.365 -0.463 4.090
H -1.475 -1.715 4.652
H 1.534 -1.502 4.737
H 0.969 -3.076 5.083
H 0.633 -2.170 7.148
C -0.480 3.706 1.961
C 0.600 4.577 2.444
O 0.196 5.909 2.518
H -0.231 2.651 1.763
H -0.889 4.069 1.073
H -1.290 3.694 2.591
H 1.495 4.550 1.799
H 0.934 4.198 3.483
H -0.468 6.088 1.811
C -1.008 1.350 -3.507
C -1.932 0.177 -3.655
O -1.401 -0.725 -4.613
H -0.164 1.197 -2.956
H -1.589 2.070 -2.935
H -0.783 1.894 -4.391
H -2.987 0.530 -3.955
H -2.078 -0.330 -2.714
H -1.973 -1.476 -4.590
C -3.076 2.334 -0.058
C -3.426 3.772 -0.307
O -3.091 4.524 0.791
H -3.537 2.064 0.805
H -2.022 2.084 0.032
H -3.461 1.732 -0.890
H -4.542 3.904 -0.467
H -2.878 4.081 -1.190
H -3.796 4.292 1.399
C -0.284 -0.491 0.850
C -0.145 -0.294 -0.586
O 1.184 0.143 -0.905
H 0.329 -1.212 1.325
H -1.379 -0.776 0.964
H -0.231 0.479 1.406
H -0.858 0.286 -1.090
H -0.279 -1.192 -1.104
H 1.138 0.257 -1.870
C -3.479 -1.622 -0.803
C -4.720 -1.963 -1.641
O -4.460 -1.435 -2.920
H -2.546 -1.707 -1.350
H -3.447 -2.244 0.075
H -3.551 -0.578 -0.496
H -5.598 -1.633 -1.292
H -4.624 -3.007 -1.707
H -3.944 -2.046 -3.433
C 0.826 -4.230 0.198
O -0.179 -3.644 0.969
N 0.693 -5.359 -0.399
N 1.993 -3.645 -0.060
H 0.074 -6.023 0.071
H 1.648 -5.792 -0.769
H 2.141 -2.635 0.278
H 2.906 -4.116 -0.446
C 0.996 -3.561 -3.437
O 0.696 -2.976 -4.598
N 1.696 -2.903 -2.582
N 0.709 -4.769 -3.029
H 1.887 -1.913 -2.797
H 1.868 -3.185 -1.580
H 0.241 -5.419 -3.680
H 0.667 -5.025 -1.990
C 2.689 1.623 2.289
O 2.168 0.742 3.269
N 2.336 1.667 1.032
N 3.517 2.486 2.704
H 1.626 1.023 0.695
H 2.598 2.405 0.371
H 3.654 2.379 3.666
H 4.027 3.261 2.222
C -3.042 0.264 3.092
O -4.338 0.786 3.154
H -2.876 0.066 2.048
H -2.968 -0.638 3.609
H -2.284 0.906 3.493
H -4.731 -0.017 2.754
C 3.178 -1.856 2.175
O 3.283 -1.546 0.845
H 3.566 -2.871 2.339
H 2.139 -1.759 2.515
H 3.873 -1.084 2.609
H 3.216 -0.597 0.785
C 1.427 3.323 -1.775
O 2.550 3.644 -0.951
H 1.683 2.894 -2.794
H 0.849 4.239 -1.836
H 0.790 2.628 -1.263
H 2.570 4.617 -0.863
*
```

Summary:
* calculated total energy: -2107.99899 hartree
* relative energy (zero: lowest compared OMol25 entry of this formula, charge and spin): 2.685 eV
* orbital gap: 8.560 eV
* M: 598.78 g mol⁻¹
* HOMO energy: -8.5 eV

---

- Number 7 is which compound?
  C32H46AuN2O4PS